# 1
ORCA calculation (ωB97M-V/def2-TZVPD) on C2H3N3O6 as an isolated structure at a distorted geometry.

Structure (ORCA input):
```
! RIJCOSX wB97M-V def2-TZVPD def2/J DEFGRID3
* xyz 0 1
C 0.69042 1.41929 -0.53712
C -0.11778 -0.25788 0.06215
N -1.54035 0.15291 0.31187
N 0.55566 -0.66185 1.35210
N 0.10734 -1.28207 -1.00674
O -2.20204 0.40671 -0.64937
O -1.85018 0.23553 1.46924
O 0.19650 -1.72160 1.77902
O 1.35923 0.09253 1.81026
O 1.15668 -1.85840 -0.90994
O -0.73916 -1.41253 -1.83751
H 1.72620 1.15401 -0.68959
H 0.13358 1.63069 -1.43638
H 0.52390 2.10268 0.28203
*
```

Values from the calculation:
Energy ... -18867.179 eV
Gap between HOMO and LUMO ... 10.792 eV

# 2
ORCA calculation (ωB97M-V/def2-TZVPD) on an isolated molecule of C2H3N3OS at a distorted geometry.

Structure (ORCA input):
```
! RIJCOSX wB97M-V def2-TZVPD def2/J DEFGRID3
* xyz 0 1
C 1.18609 -0.92100 -0.08411
C 0.21943 -0.14859 0.40129
N 2.49045 -1.16007 0.19186
N 2.80210 1.29102 -0.59242
N -0.69887 0.56227 0.83499
O 4.72488 0.33636 0.38378
S 3.47893 -0.00131 -0.21301
H 0.97522 -1.19591 -1.13848
H -1.35178 0.04750 1.47602
H 2.50706 1.75165 -1.32001
*
```

Values from the calculation:
Energy ... -19469.278 eV
Gap between HOMO and LUMO (alpha / beta) ... 7.261 / 7.261 eV

# 3
ORCA calculation (ωB97M-V/def2-TZVPD) on an isolated molecule of C2H3N3OS at a distorted geometry.

Structure (ORCA input):
```
! RIJCOSX wB97M-V def2-TZVPD def2/J DEFGRID3
* xyz 0 1
O -0.17980 2.06843 -0.00706
C -0.62093 0.79443 -0.09724
N -1.80514 0.36128 0.00241
N -1.66666 -0.93246 -0.11099
N -0.50183 -1.51137 0.07315
C 0.28045 -0.32594 0.06144
S 1.95094 -0.22636 -0.04049
H 0.76340 1.86451 0.69066
H -2.62197 -1.39604 0.36630
H 1.94027 -1.62722 0.11017
*
```

Values from the calculation:
Energy ... -19472.189 eV
SMILES string ... Oc1n[nH]nc1S
Gap between HOMO and LUMO ... 8.811 eV

# 4
ORCA calculation (ωB97M-V/def2-TZVPD) on an isolated molecule of C2H3N3OS at a distorted geometry.

Structure (ORCA input):
```
! RIJCOSX wB97M-V def2-TZVPD def2/J DEFGRID3
* xyz 0 1
C 2.15444 -1.33210 0.27248
C 0.03466 1.20155 0.16264
N 1.16367 1.33086 -0.03473
N 2.42811 1.35734 0.00711
N -1.26852 1.41303 0.07382
O 4.53874 0.07115 0.17947
S 3.20699 -0.16502 -0.19061
H 2.77898 -2.25002 0.17281
H -1.77733 1.79379 -0.78340
H -1.68683 1.19624 1.00572
*
```

Values from the calculation:
Energy ... -19468.001 eV
Gap between HOMO and LUMO (alpha / beta) ... 7.974 / 7.974 eV